Here is a cluster of 11 separate species, C44H75F21O22 in total in a non-equilibrium geometry from OMol25. Energies are from ωB97M-V/def2-TZVPD.

Each atom is followed by the atoms it is bonded to, with distances in Å.
CARTESIAN COORDINATES (ANGSTROEM)
1 C -3.78885 13.70035 13.40232  O2 1.436, H7 1.090, H8 1.090, H9 1.090
2 O -2.37972 13.97694 13.41676  C1 1.436, C3 1.428
3 C -1.45854 13.04294 12.85231  O2 1.428, C4 1.549, H10 1.090, H11 1.090
4 C -1.48205 12.77922 11.32640  C3 1.549, O5 1.394, H12 1.090, H13 1.090
5 O -2.59340 12.14646 10.77058  C4 1.394, C6 1.442
6 C -2.72253 12.24106 9.33761  O5 1.442, H14 1.090, H15 1.090, H16 1.090
7 H -4.06051 13.39018 12.39331  C1 1.090
8 H -4.34224 14.59818 13.67756  C1 1.090
9 H -4.15589 12.89630 14.04020  C1 1.090
10 H -1.68996 12.19992 13.50336  C3 1.090
11 H -0.41174 13.25519 13.06968  C3 1.090
12 H -0.55015 12.30192 11.02333  C4 1.090
13 H -1.31557 13.69052 10.75200  C4 1.090
14 H -1.86480 11.81441 8.81764  C6 1.090
15 H -3.10221 13.20825 9.00824  C6 1.090
16 H -3.52296 11.59596 8.97531  C6 1.090
17 C -15.18724 -1.64796 26.41587  O18 1.427, H23 1.090, H24 1.090, H25 1.090
18 O -14.08023 -0.80840 26.09243  C17 1.427, C19 1.465
19 C -13.78752 -0.58722 24.67417  O18 1.465, C20 1.571, H26 1.090, H27 1.090
20 C -12.38347 0.11747 24.67922  C19 1.571, O21 1.481, H28 1.090, H29 1.090
21 O -11.30192 -0.77205 25.16077  C20 1.481, C22 1.440
22 C -11.03208 -1.88163 24.28344  O21 1.440, H30 1.090, H31 1.090, H32 1.090
23 H -15.07595 -2.61954 25.93447  C17 1.090
24 H -16.20242 -1.37285 26.12983  C17 1.090
25 H -15.06269 -1.86250 27.47727  C17 1.090
26 H -14.49171 0.17779 24.34710  C19 1.090
27 H -13.88079 -1.47719 24.05179  C19 1.090
28 H -12.26929 0.95078 25.37251  C20 1.090
29 H -12.12287 0.51281 23.69744  C20 1.090
30 H -10.51699 -1.58241 23.37062  C22 1.090
31 H -11.99067 -2.36403 24.09240  C22 1.090
32 H -10.38101 -2.63122 24.73323  C22 1.090
33 C -10.71725 7.69033 11.44748  O34 1.460, H39 1.090, H40 1.090, H41 1.090
34 O -10.64656 9.09462 11.83887  C33 1.460, C35 1.421
35 C -9.29748 9.53909 11.87572  O34 1.421, C36 1.574, H42 1.090, H43 1.090
36 C -9.23955 11.11157 11.88316  C35 1.574, O37 1.366, H44 1.090, H45 1.090
37 O -9.45887 11.72190 13.08535  C36 1.366, C38 1.396
38 C -10.68341 12.39087 13.14157  O37 1.396, H46 1.090, H47 1.090, H48 1.090
39 H -10.24280 7.52075 10.48092  C33 1.090
40 H -11.77079 7.41150 11.42730  C33 1.090
41 H -10.32725 6.91433 12.10614  C33 1.090
42 H -8.67481 9.21829 11.04058  C35 1.090
43 H -8.78591 9.13103 12.74743  C35 1.090
44 H -10.00102 11.37875 11.15044  C36 1.090
45 H -8.25027 11.38268 11.51447  C36 1.090
46 H -11.53116 11.71197 13.23385  C38 1.090
47 H -10.90264 13.10051 12.34380  C38 1.090
48 H -10.74747 12.91986 14.09245  C38 1.090
49 C -15.91273 -1.40077 18.83934  O50 1.405, H55 1.090, H56 1.090, H57 1.090
50 O -16.91431 -2.06493 19.56669  C49 1.405, C51 1.449
51 C -18.29423 -1.65352 19.40714  O50 1.449, C52 1.539, H58 1.090, H59 1.090
52 C -18.84754 -2.30986 18.13032  C51 1.539, O53 1.425, H60 1.090, H61 1.090
53 O -20.04831 -1.69893 17.66579  C52 1.425, C54 1.450
54 C -20.66232 -2.47335 16.60501  O53 1.450, H62 1.090, H63 1.090, H64 1.090
55 H -14.94687 -1.87490 19.01375  C49 1.090
56 H -15.77218 -0.39202 19.22764  C49 1.090
57 H -16.17320 -1.47538 17.78355  C49 1.090
58 H -18.51546 -0.59150 19.51333  C51 1.090
59 H -18.86879 -2.09519 20.22133  C51 1.090
60 H -19.01170 -3.37649 18.28343  C52 1.090
61 H -18.12332 -2.30707 17.31571  C52 1.090
62 H -20.82993 -3.52393 16.84225  C54 1.090
63 H -20.03238 -2.41629 15.71730  C54 1.090
64 H -21.56119 -1.98912 16.22336  C54 1.090
65 C -2.87378 4.87263 12.79329  C66 1.550, H74 1.090, H75 1.090, H76 1.090
66 C -3.78619 3.82470 12.10651  C65 1.550, O67 1.459, H77 1.090, H78 1.090
67 O -4.31975 2.83092 13.03261  C66 1.459, C68 1.376
68 C -5.44774 2.10414 12.72840  O67 1.376, O69 1.216, C70 1.594
69 O -6.04858 2.32514 11.69510  C68 1.216
70 C -5.91542 0.83581 13.57377  C68 1.594, F71 1.316, F72 1.352, F73 1.363
71 F -5.48483 -0.25910 12.98529  C70 1.316
72 F -5.37029 1.01267 14.79876  C70 1.352
73 F -7.27289 0.94108 13.62872  C70 1.363
74 H -3.36577 5.58337 13.45729  C65 1.090
75 H -2.49912 5.45637 11.95247  C65 1.090
76 H -1.99955 4.55014 13.35883  C65 1.090
77 H -3.25133 3.20218 11.38923  C66 1.090
78 H -4.62717 4.31440 11.61555  C66 1.090
79 C -17.54685 6.88836 16.44370  C80 1.537, H88 1.090, H89 1.090, H90 1.090
80 C -17.85026 5.44737 16.88394  C79 1.537, O81 1.386, H91 1.090, H92 1.090
81 O -19.20518 5.15414 16.86559  C80 1.386, C82 1.343
82 C -20.02364 5.52668 17.86337  O81 1.343, O83 1.285, C84 1.509
83 O -19.59322 5.81379 19.03929  C82 1.285
84 C -21.48865 5.30759 17.57325  C82 1.509, F85 1.343, F86 1.368, F87 1.299
85 F -22.05291 4.51812 18.50110  C84 1.343
86 F -22.14046 6.50580 17.67527  C84 1.368
87 F -21.84649 4.79228 16.43562  C84 1.299
88 H -17.31261 6.84810 15.37992  C79 1.090
89 H -16.76124 7.39195 17.00701  C79 1.090
90 H -18.35794 7.60540 16.57042  C79 1.090
91 H -17.39769 5.18941 17.84140  C80 1.090
92 H -17.32696 4.66252 16.33779  C80 1.090
93 C -4.01878 9.07733 23.97578  C94 1.570, H102 1.090, H103 1.090, H104 1.090
94 C -4.67189 7.78835 24.59027  C93 1.570, O95 1.379, H105 1.090, H106 1.090
95 O -4.56808 6.73439 23.70779  C94 1.379, C96 1.334
96 C -5.44375 5.72871 23.74769  O95 1.334, O97 1.216, C98 1.539
97 O -6.43786 5.68040 24.44559  C96 1.216
98 C -5.07449 4.66461 22.69886  C96 1.539, F99 1.317, F100 1.321, F101 1.280
99 F -4.33985 3.71006 23.23107  C98 1.317
100 F -6.24283 4.22774 22.26355  C98 1.321
101 F -4.41801 5.20373 21.74110  C98 1.280
102 H -4.01717 8.97200 22.89088  C93 1.090
103 H -3.01638 9.01584 24.39946  C93 1.090
104 H -4.57438 9.94371 24.33466  C93 1.090
105 H -5.72066 8.08471 24.60839  C94 1.090
106 H -4.40717 7.54508 25.61927  C94 1.090
107 C -13.96603 12.31794 19.26797  C108 1.534, H116 1.090, H117 1.090, H118 1.090
108 C -15.05678 13.17550 18.61481  C107 1.534, O109 1.454, H119 1.090, H120 1.090
109 O -15.49577 14.17374 19.57581  C108 1.454, C110 1.394
110 C -14.79768 15.36008 19.79899  O109 1.394, O111 1.267, C112 1.589
111 O -13.82686 15.76619 19.09278  C110 1.267
112 C -15.54480 16.28499 20.85357  C110 1.589, F113 1.309, F114 1.323, F115 1.358
113 F -15.05383 16.15789 22.06017  C112 1.309
114 F -15.34360 17.55234 20.53029  C112 1.323
115 F -16.86379 15.97336 20.93211  C112 1.358
116 H -13.02473 12.84442 19.42573  C107 1.090
117 H -13.78619 11.49791 18.57276  C107 1.090
118 H -14.30368 11.65056 20.06087  C107 1.090
119 H -15.83890 12.56063 18.16947  C108 1.090
120 H -14.51216 13.66717 17.80874  C108 1.090
121 C 5.97275 9.14245 18.26262  C122 1.565, H130 1.090, H131 1.090, H132 1.090
122 C 5.16378 7.84066 17.94459  C121 1.565, O123 1.458, H133 1.090, H134 1.090
123 O 4.12002 7.85608 18.96179  C122 1.458, C124 1.399
124 C 2.88372 7.27801 18.65286  O123 1.399, O125 1.271, C126 1.525
125 O 2.66647 6.74419 17.52000  C124 1.271
126 C 1.78539 7.38819 19.70464  C124 1.525, F127 1.356, F128 1.285, F129 1.335
127 F 1.58818 6.14870 20.21901  C126 1.356
128 F 2.26541 8.03987 20.70211  C126 1.285
129 F 0.69296 7.93136 19.16257  C126 1.335
130 H 6.94769 9.11438 17.77600  C121 1.090
131 H 6.01815 9.22424 19.34860  C121 1.090
132 H 5.41092 9.98527 17.86000  C121 1.090
133 H 5.71237 6.91339 18.10989  C122 1.090
134 H 4.86796 7.73959 16.90038  C122 1.090
135 C -9.78953 19.40919 22.76308  C136 1.516, H144 1.090, H145 1.090, H146 1.090
136 C -8.29371 19.27972 22.55529  C135 1.516, O137 1.415, H147 1.090, H148 1.090
137 O -8.17921 18.75089 21.24758  C136 1.415, C138 1.390
138 C -8.32966 17.39862 20.96497  O137 1.390, O139 1.276, C140 1.562
139 O -8.80047 16.47978 21.71490  C138 1.276
140 C -7.71561 17.02439 19.57853  C138 1.562, F141 1.338, F142 1.355, F143 1.350
141 F -6.55152 17.67701 19.48075  C140 1.338
142 F -7.46698 15.69291 19.60190  C140 1.355
143 F -8.54814 17.34126 18.56380  C140 1.350
144 H -10.42626 19.95150 22.06410  C135 1.090
145 H -9.98662 19.90758 23.71222  C135 1.090
146 H -10.14415 18.38070 22.83071  C135 1.090
147 H -7.82984 18.56701 23.23716  C136 1.090
148 H -7.74901 20.20125 22.76071  C136 1.090
149 C -6.73628 8.05429 17.94907  C150 1.585, H158 1.090, H159 1.090, H160 1.090
150 C -8.19734 8.57995 18.26655  C149 1.585, O151 1.369, H161 1.090, H162 1.090
151 O -9.00618 7.67836 18.90368  C150 1.369, C152 1.394
152 C -9.79647 6.74652 18.23244  O151 1.394, O153 1.214, C154 1.553
153 O -9.87490 6.58790 17.03120  C152 1.214
154 C -10.82733 6.12689 19.21463  C152 1.553, F155 1.292, F156 1.314, F157 1.369
155 F -11.90573 6.83117 19.31579  C154 1.292
156 F -11.14086 4.96670 18.68347  C154 1.314
157 F -10.33361 6.01757 20.48723  C154 1.369
158 H -6.62918 7.34799 17.12580  C149 1.090
159 H -6.24628 7.53628 18.77348  C149 1.090
160 H -6.13311 8.92143 17.68006  C149 1.090
161 H -8.53886 9.10171 17.37254  C150 1.090
162 H -8.11281 9.38888 18.99220  C150 1.090

Its highest occupied orbital energy is -9.563 eV. For the energy above the lowest of the compared OMol25 structures with the same formula, charge and spin, the calculation gives 148.9 kcal per mole. Its total charge is 0. Its SMILES is CCOC(=O)C(F)(F)F.CCOC(=O)C(F)(F)F.CCOC(=O)C(F)(F)F.CCOC(=O)C(F)(F)F.CCOC(=O)C(F)(F)F.CCOC(=O)C(F)(F)F.CCOC(=O)C(F)(F)F.COCCOC.COCCOC.COCCOC.COCCOC. The value obtained for the HOMO-LUMO gap is 9.7 eV.

Atom charges from the Mulliken analysis, given in e for atoms 1 to 5: -0.559, -0.374, -0.521, -0.543, -0.318